119
Properties=species:S:1:pos:R:3 method="wB97M-V/def2-TZVPD" total_energy_ha=-3047.706728 orbital_gap_ev=7.60 charge=+3 multiplicity=1 lumo_energy_ha=-0.2770 e_above_lowest_kcal_mol=0.0
Hf -2.030 -0.901 0.150
C -4.165 0.353 -0.068
C -3.124 1.325 -0.129
C -2.482 1.309 1.157
C -3.207 0.363 1.956
C -4.285 -0.178 1.237
C -5.528 -0.835 1.817
C -6.086 -1.956 0.942
C -5.295 -1.371 3.228
C -6.567 0.302 1.891
C -1.464 2.209 1.885
C -0.654 1.373 2.891
C -2.275 3.249 2.680
C -0.453 2.945 1.010
C -3.042 2.289 -1.327
C -3.476 3.675 -0.818
C -1.682 2.374 -2.034
C -4.054 1.880 -2.408
H -4.845 0.145 -0.879
H -3.024 0.203 3.004
H -5.470 -2.857 0.999
H -6.186 -1.658 -0.104
H -7.080 -2.233 1.294
H -4.580 -2.195 3.236
H -6.233 -1.755 3.630
H -4.951 -0.590 3.909
H -6.799 0.692 0.900
H -6.203 1.126 2.508
H -7.490 -0.073 2.334
H -1.268 1.001 3.709
H 0.118 1.998 3.342
H -0.154 0.525 2.408
H -2.959 2.766 3.378
H -2.863 3.886 2.021
H -1.600 3.886 3.254
H 0.161 2.252 0.435
H 0.210 3.517 1.662
H -0.917 3.651 0.328
H -2.747 4.131 -0.152
H -4.428 3.612 -0.287
H -3.613 4.345 -1.668
H -0.836 2.423 -1.357
H -1.666 3.272 -2.655
H -1.550 1.521 -2.697
H -5.084 1.953 -2.055
H -3.871 0.870 -2.778
H -3.955 2.563 -3.252
C -2.750 -4.071 2.454
P -1.636 -2.614 2.383
C -1.744 -1.935 4.065
C 0.029 -3.338 2.298
C 0.787 -3.547 3.449
C 2.026 -4.167 3.374
C 2.513 -4.590 2.149
C 1.769 -4.380 0.997
C 0.528 -3.750 1.053
P -0.451 -3.449 -0.458
C 0.801 -3.571 -1.781
C -1.353 -5.008 -0.778
H -2.928 -4.335 3.497
H -2.272 -4.919 1.969
H -3.710 -3.878 1.978
H -1.603 -2.731 4.796
H -2.732 -1.510 4.223
H -0.990 -1.165 4.215
H 0.421 -3.237 4.416
H 2.601 -4.328 4.276
H 3.471 -5.088 2.086
H 2.172 -4.718 0.053
H 1.615 -2.867 -1.616
H 0.325 -3.363 -2.737
H 1.202 -4.585 -1.809
H -0.690 -5.861 -0.631
H -1.687 -4.995 -1.818
H -2.229 -5.127 -0.146
F 4.178 1.883 1.481
C 3.682 1.522 0.288
C 2.477 0.908 0.215
C 1.964 0.515 -1.039
C 0.671 -0.098 -1.147
O -0.029 -0.286 -0.073
C 0.245 -0.473 -2.429
C 1.067 -0.245 -3.509
N 2.262 0.335 -3.422
C 3.023 0.599 -4.642
C 4.291 -0.164 -4.881
C 3.071 -0.454 -5.701
C 2.740 0.751 -2.186
C 3.968 1.427 -2.087
C 4.462 1.818 -0.859
N 5.695 2.445 -0.704
C 6.732 2.315 -1.708
C 8.097 2.324 -1.038
N 8.250 3.563 -0.193
C 7.128 3.714 0.805
C 5.811 3.678 0.057
C -1.072 -1.131 -2.720
O -1.211 -1.860 -3.666
O -2.038 -0.797 -1.879
H 1.920 0.708 1.120
H 0.742 -0.540 -4.498
H 2.968 1.635 -4.947
H 4.570 -0.905 -4.144
H 5.115 0.364 -5.342
H 2.569 -1.394 -5.518
H 3.036 -0.117 -6.727
H 4.521 1.654 -2.986
H 6.679 3.118 -2.458
H 6.632 1.365 -2.231
H 8.906 2.316 -1.766
H 8.203 1.474 -0.365
H 8.275 4.389 -0.798
H 9.150 3.540 0.292
H 7.275 4.655 1.331
H 7.210 2.883 1.503
H 5.751 4.543 -0.621
H 4.997 3.776 0.770
O -4.164 -3.349 -1.348
C -3.549 -2.663 -0.717